# 1
Density functional theory data (ωB97M-V/def2-TZVPD) for a single C16H20Br2N4O2 molecule.

ORCA input file:
```
! RIJCOSX wB97M-V def2-TZVPD def2/J DEFGRID3
* xyz 0 1
C -1.20 3.70 -0.45
C -0.39 2.51 -0.98
N -0.66 1.23 -0.34
C -2.00 0.74 -0.46
C -2.02 -0.79 -0.44
O -1.01 -1.47 -0.37
N -3.25 -1.32 -0.51
C -3.52 -2.74 -0.54
C -4.17 -3.12 -1.87
C -4.41 -3.13 0.65
C -0.06 1.10 0.98
C 1.37 0.68 0.81
N 2.31 1.39 1.32
C 3.60 0.99 1.11
C 4.65 1.73 1.66
Br 4.22 3.28 2.66
C 5.97 1.37 1.48
C 6.25 0.23 0.73
Br 8.07 -0.27 0.49
C 5.25 -0.54 0.17
C 3.92 -0.16 0.36
C 2.83 -0.95 -0.22
O 2.97 -1.95 -0.89
N 1.58 -0.44 0.07
H -1.02 3.84 0.62
H -0.90 4.60 -0.97
H -2.26 3.55 -0.60
H 0.68 2.71 -0.85
H -0.58 2.39 -2.05
H -2.68 1.11 0.33
H -2.40 1.06 -1.43
H -4.05 -0.70 -0.59
H -2.54 -3.23 -0.45
H -3.53 -2.84 -2.69
H -5.13 -2.63 -1.98
H -4.32 -4.20 -1.91
H -5.37 -2.63 0.57
H -4.57 -4.20 0.66
H -3.94 -2.84 1.58
H -0.58 0.31 1.52
H -0.09 2.02 1.57
H 6.76 1.95 1.91
H 5.46 -1.42 -0.41
H 0.74 -0.93 -0.28
*
```

Strongest force on any atom   0.825 eV Å⁻¹
SMILES   CCN(CC(=O)NC(C)C)Cc1nc2c(Br)cc(Br)cc2c(=O)[nH]1
HOMO energy   -8.4 eV
Relative energy (zero: lowest compared OMol25 entry of this formula, charge and spin)   0.00 kcal/mol

---

# 2
Density functional theory data (ωB97M-V/def2-TZVPD) for a single C3H7N3 molecule.

ORCA input file:
```
! RIJCOSX wB97M-V def2-TZVPD def2/J DEFGRID3
* xyz 0 1
N 1.86 -0.09 0.58
N 0.54 -0.44 0.58
C -0.33 0.68 0.87
C -1.35 0.61 -0.27
C -1.07 -0.51 -0.98
N 0.03 -1.19 -0.60
H 2.41 -0.90 0.44
H 2.14 0.65 -0.07
H 0.14 1.61 0.78
H -0.58 0.54 1.94
H -2.18 1.26 -0.56
H -1.79 -0.69 -1.91
H -0.07 -2.23 -0.33
*
```

Strongest force on any atom   5.042 eV Å⁻¹
SMILES   NN1CC=CN1
HOMO energy   -7.6 eV
Relative energy (zero: lowest compared OMol25 entry of this formula, charge and spin)   75.24 kcal/mol

---

# 3
Density functional theory data (ωB97M-V/def2-TZVPD) for a single C6H5NO2S2 molecule.

ORCA input file:
```
! RIJCOSX wB97M-V def2-TZVPD def2/J DEFGRID3
* xyz 0 1
O 3.30 0.60 -0.70
N 2.34 1.00 -0.05
O 2.39 1.97 0.66
C 0.97 0.21 -0.08
C 0.67 -0.62 -1.09
C -0.66 -1.18 -0.93
S -0.84 -2.09 0.68
C -1.74 -0.74 0.06
C -1.44 0.43 0.94
S -1.12 1.74 -0.28
C 0.00 0.77 0.86
H 1.35 -0.86 -1.90
H -1.04 -1.82 -1.73
H -2.77 -0.99 -0.02
H -1.79 0.37 1.86
H 0.38 1.19 1.70
*
```

Strongest force on any atom   6.877 eV Å⁻¹
SMILES   O=[N+]([O-])C1=C[C@H]2S[C@H]2[C@@H]2S[C@H]12
HOMO energy   -8.9 eV
Relative energy (zero: lowest compared OMol25 entry of this formula, charge and spin)   148.66 kcal/mol

---

# 4
Density functional theory data (ωB97M-V/def2-TZVPD) for a single C20H33N3O4S molecule.

ORCA input file:
```
! RIJCOSX wB97M-V def2-TZVPD def2/J DEFGRID3
* xyz 0 1
C 0.60 -3.68 2.22
C 1.76 -3.34 1.29
N 1.50 -3.74 -0.09
S 0.72 -2.72 -1.14
O 0.10 -3.54 -2.15
O -0.04 -1.76 -0.37
C 2.08 -1.84 -1.92
C 2.72 -0.84 -0.98
O 3.71 -1.19 -0.35
N 2.16 0.38 -0.84
C 0.97 0.86 -1.52
C 2.70 1.28 0.16
C 2.02 1.17 1.55
C 3.01 0.78 2.64
N 0.87 0.29 1.53
C -0.17 0.42 2.38
O -0.21 1.28 3.26
C -1.32 -0.54 2.19
C -2.60 0.17 1.72
C -3.77 -0.82 1.69
C -2.41 0.89 0.40
C -2.46 0.21 -0.82
C -2.34 0.90 -2.02
C -2.14 2.27 -2.03
C -2.04 3.03 -3.34
C -0.61 3.09 -3.87
C -2.05 2.95 -0.82
C -2.18 2.26 0.39
H 0.81 -3.34 3.24
H -0.32 -3.21 1.89
H 0.44 -4.76 2.26
H 1.97 -2.27 1.30
H 2.67 -3.84 1.62
H 1.34 -4.72 -0.28
H 2.81 -2.59 -2.23
H 1.67 -1.37 -2.82
H 0.52 0.13 -2.18
H 0.20 1.14 -0.80
H 1.21 1.75 -2.11
H 3.76 1.09 0.27
H 2.60 2.30 -0.21
H 1.65 2.17 1.80
H 3.89 1.42 2.61
H 2.55 0.88 3.63
H 3.35 -0.25 2.51
H 0.78 -0.37 0.77
H -1.06 -1.34 1.49
H -1.50 -1.01 3.16
H -2.85 0.92 2.47
H -4.67 -0.33 1.32
H -3.56 -1.68 1.05
H -3.98 -1.20 2.69
H -2.62 -0.86 -0.83
H -2.41 0.35 -2.95
H -2.68 2.55 -4.08
H -2.43 4.04 -3.20
H -0.56 3.64 -4.81
H 0.05 3.59 -3.16
H -0.21 2.09 -4.05
H -1.89 4.02 -0.80
H -2.12 2.81 1.32
*
```

Strongest force on any atom   1.413 eV Å⁻¹
SMILES   CCNS(=O)(=O)CC(=O)N(C)C[C@H](C)NC(=O)C[C@H](C)c1ccc(CC)cc1
HOMO energy   -8.9 eV
Relative energy (zero: lowest compared OMol25 entry of this formula, charge and spin)   8.82 kcal/mol

---

# 5
Density functional theory data (ωB97M-V/def2-TZVPD) for a molecular structure, C4H4ClNOS.

ORCA input file:
```
! RIJCOSX wB97M-V def2-TZVPD def2/J DEFGRID3
* xyz 0 1
C -0.92 0.22 -0.77
C 0.38 0.76 -1.05
C -1.39 -0.29 0.37
C 1.45 0.83 -0.19
N 0.37 -0.79 1.78
O -0.91 -0.49 1.58
S 1.61 0.16 1.46
Cl 0.83 -2.66 0.48
H -1.75 0.15 -1.47
H 0.54 1.15 -2.05
H -2.43 -0.56 0.36
H 2.22 1.52 -0.50
*
```

Strongest force on any atom   3.030 eV Å⁻¹
HOMO energy (alpha / beta)   -8.7 / -8.7 eV
Relative energy (zero: lowest compared OMol25 entry of this formula, charge and spin)   126.33 kcal/mol

---

# 6
Density functional theory data (ωB97M-V/def2-TZVPD) for a molecular structure, C54H41BaCl3FN7O10S2.

ORCA input file:
```
! RIJCOSX wB97M-V def2-TZVPD def2/J DEFGRID3
* xyz -2 1
Ba 13.60 10.72 14.02
C 18.18 15.05 20.81
C 17.38 14.28 19.78
C 17.72 14.27 18.42
C 17.09 13.44 17.50
C 15.94 12.76 17.90
C 15.60 12.73 19.24
C 16.28 13.52 20.15
S 15.05 11.88 16.69
O 16.04 11.40 15.73
O 14.35 10.80 17.38
N 14.00 12.80 15.84
C 13.30 13.97 16.00
C 13.49 15.04 16.92
C 12.78 16.25 16.83
C 11.94 16.52 15.77
C 11.72 15.51 14.78
C 10.81 15.71 13.74
C 10.61 14.65 12.86
C 11.29 13.43 13.04
N 12.14 13.21 14.04
C 12.34 14.19 14.92
H 18.86 15.82 20.38
H 18.82 14.41 21.43
H 17.51 15.56 21.53
H 18.52 14.94 18.08
H 17.53 13.33 16.51
H 14.82 12.07 19.62
H 15.97 13.48 21.21
H 14.21 14.92 17.73
H 12.94 17.01 17.59
H 11.42 17.47 15.62
H 10.22 16.62 13.65
H 9.97 14.77 11.99
H 11.14 12.62 12.34
O 15.73 11.73 12.56
C 16.53 11.11 11.82
C 16.47 9.75 11.26
C 17.27 9.62 10.12
C 17.40 8.36 9.59
C 16.60 7.30 10.02
C 15.66 7.46 11.05
C 15.63 8.65 11.81
O 15.03 8.77 12.94
N 18.41 8.18 8.53
O 19.06 9.16 8.15
O 18.56 7.03 8.08
H 17.43 11.67 11.46
H 17.79 10.49 9.71
H 16.71 6.33 9.53
H 15.03 6.63 11.34
O 12.83 11.25 11.36
C 12.23 10.72 10.38
C 12.66 11.07 9.05
C 11.97 10.65 7.94
C 10.89 9.75 8.08
C 10.46 9.29 9.32
C 11.10 9.79 10.47
C 10.66 9.18 11.69
N 11.27 9.08 12.87
C 10.45 8.30 13.64
C 9.31 7.97 12.93
N 9.44 8.50 11.71
H 13.55 11.70 8.99
H 12.26 10.93 6.92
H 10.38 9.41 7.19
H 9.69 8.50 9.34
H 10.73 8.03 14.63
H 8.50 7.38 13.30
H 8.79 8.54 10.91
O 10.01 11.33 15.07
O 9.66 12.50 15.11
F 20.47 9.09 16.69
C 19.20 8.79 16.21
C 19.05 8.54 14.84
C 17.76 8.20 14.38
C 16.74 8.21 15.25
C 16.84 8.47 16.57
C 18.11 8.77 17.08
H 19.89 8.60 14.16
H 17.65 7.98 13.33
H 15.99 8.50 17.21
H 18.24 8.97 18.14
Cl 17.30 6.34 21.08
C 15.81 7.11 20.90
C 15.72 8.28 20.15
C 14.48 8.92 19.97
C 13.30 8.30 20.48
C 11.89 8.85 20.18
C 11.17 8.06 19.03
N 11.98 7.96 17.78
C 12.85 6.91 17.40
C 13.40 7.31 16.21
N 12.86 8.52 15.82
C 11.99 8.85 16.75
O 11.91 10.25 19.86
C 11.17 11.03 20.85
C 9.68 10.95 20.70
C 9.02 11.56 19.65
Cl 9.71 12.64 18.56
S 7.40 10.92 19.51
C 7.57 9.96 20.91
C 8.81 10.14 21.48
C 13.42 7.15 21.27
Cl 12.09 6.29 21.99
C 14.67 6.55 21.49
H 16.61 8.67 19.65
H 14.38 9.86 19.44
H 11.24 8.66 21.02
H 10.21 8.55 18.82
H 10.97 7.03 19.39
H 13.04 6.02 17.98
H 14.16 6.81 15.63
H 11.31 9.73 16.71
H 11.47 12.09 20.75
H 11.47 10.76 21.87
H 6.78 9.32 21.23
H 9.09 9.75 22.46
H 14.76 5.64 22.06
*
```

Strongest force on any atom   5.883 eV Å⁻¹
HOMO energy (alpha / beta)   -0.2 / 0.5 eV
Relative energy (zero: lowest compared OMol25 entry of this formula, charge and spin)   87.49 kcal/mol